C6H14NO2S | ωB97M-V/def2-TZVPD

Computed properties:
E: -22861.2791 eV
HOMO level: -12.82 eV
Frontier orbital gap: 7.81 eV
Net charge: +1
Energy relative to the best compared isomer or geometry (same formula, charge and spin): 24.9 kcal/mol

Last column: natural (NBO) charge in e.
Geometry (Å):
1 C -1.903 0.694 0.286  0.837
2 C -3.225 1.110 -0.232  -0.729
3 C 0.875 -0.663 -1.732  -0.730
4 C 1.812 -0.891 1.219  -0.430
5 C 1.493 1.409 0.480  -0.428
6 C 0.112 -0.327 -0.500  0.635
7 N 0.850 0.092 0.703  -0.484
8 O -1.548 0.670 1.440  -0.570
9 O -1.043 0.344 -0.724  -0.532
10 S -0.924 -2.609 0.160  -0.252
11 H -3.363 0.775 -1.255  0.259
12 H -4.002 0.713 0.417  0.277
13 H -3.302 2.198 -0.197  0.274
14 H 0.219 -1.189 -2.424  0.284
15 H 1.214 0.246 -2.235  0.247
16 H 1.729 -1.294 -1.511  0.252
17 H 2.179 -0.558 2.189  0.243
18 H 1.314 -1.853 1.336  0.271
19 H 2.658 -0.994 0.545  0.225
20 H 1.860 1.799 1.427  0.251
21 H 2.329 1.306 -0.209  0.234
22 H 0.775 2.118 0.070  0.236
23 H 0.064 0.238 1.406  0.499
24 H -0.172 -3.334 -0.660  0.131

Cartesian forces (eV/Å) of the 2 atoms listed first:
0.0 0.1 0.6
-0.2 0.0 -0.1

---

C13H18MnN3S2 | ωB97M-V/def2-TZVPD

Computed properties:
E: -71231.2221 eV
Multiplicity: 2
HOMO level (alpha / beta): -2.53 / -2.56 eV
Frontier orbital gap (alpha / beta): 5.51 / 5.53 eV
Net charge: -1

Last column: Mulliken spin population.
Geometry (Å):
1 Mn 0.006 -0.164 0.118  0.806
2 C 4.307 2.797 -1.205  0.001
3 S 3.695 2.808 0.504  0.003
4 C 2.194 1.903 0.281  0.019
5 S 2.213 0.348 -0.532  -0.010
6 N 1.141 2.440 0.802  -0.011
7 N 0.039 1.649 0.712  0.032
8 C -1.145 2.174 1.036  -0.018
9 C -2.249 1.366 0.762  0.053
10 C -3.586 1.692 1.106  0.001
11 C -4.605 0.852 0.768  0.009
12 C -4.301 -0.334 0.061  0.021
13 C -2.988 -0.616 -0.222  -0.002
14 N -1.953 0.167 0.115  0.015
15 H 5.292 3.260 -1.196  0.000
16 H 3.628 3.371 -1.832  0.000
17 H 4.370 1.768 -1.551  0.000
18 H -1.218 3.174 1.447  0.004
19 H -3.766 2.611 1.650  0.000
20 H -5.630 1.082 1.031  0.002
21 H -5.080 -1.019 -0.244  0.001
22 H -2.725 -1.528 -0.744  0.001
23 C 0.202 -4.322 1.420  0.008
24 C 0.109 -2.790 1.470  0.014
25 C 1.407 -2.248 2.104  0.011
26 C -1.063 -2.426 2.407  0.011
27 C -0.109 -2.169 0.084  0.039
28 H 0.377 -4.730 2.421  0.000
29 H 1.024 -4.640 0.773  -0.003
30 H -0.726 -4.753 1.036  -0.001
31 H 1.543 -2.629 3.123  0.001
32 H 1.374 -1.157 2.142  -0.010
33 H 2.269 -2.526 1.495  0.000
34 H -0.929 -2.889 3.390  0.002
35 H -2.014 -2.764 1.987  0.000
36 H -1.117 -1.344 2.535  -0.004
37 H -0.577 -2.910 -0.579  0.004

Cartesian forces (eV/Å) of the 2 atoms listed first:
0.4 -2.6 -1.2
-0.2 -0.1 0.3

---

C5H28O9 | ωB97M-V/def2-TZVPD

Computed properties:
E: -24063.0904 eV
Multiplicity: 2
HOMO level (alpha / beta): 0.30 / -6.86 eV
Frontier orbital gap (alpha / beta): 2.45 / 9.50 eV
Net charge: -1
Energy relative to the best compared isomer or geometry (same formula, charge and spin): 75.0 kcal/mol

Last column: Mulliken spin population.
Geometry (Å):
1 O 1.135 -0.326 3.798  -0.012
2 H 1.591 -0.690 3.040  0.009
3 H 0.264 -0.102 3.470  0.001
4 O -0.424 0.556 0.178  0.173
5 H 0.444 0.279 0.473  0.011
6 H -0.918 -0.259 0.087  0.265
7 O 1.760 2.285 1.895  -0.007
8 H 1.362 3.080 2.252  -0.002
9 H 1.206 2.052 1.151  0.008
10 O -2.125 -1.163 -0.828  -2.461
11 H -2.821 -1.674 -0.415  1.145
12 H -2.481 -0.917 -1.682  0.614
13 C 3.370 1.089 -0.732  -0.010
14 O 2.305 1.835 -1.180  -0.038
15 H 3.476 0.895 0.335  0.004
16 H 3.164 0.140 -1.227  0.019
17 H 4.246 1.603 -1.129  -0.001
18 H 2.410 2.747 -0.900  0.009
19 C -2.740 2.398 -1.283  0.198
20 O -1.657 1.867 -2.065  -0.161
21 H -3.099 1.709 -0.519  0.092
22 H -2.237 3.139 -0.662  0.000
23 H -3.467 2.669 -2.049  -0.030
24 H -1.182 1.405 -1.370  0.097
25 C 0.861 -2.347 0.831  0.437
26 O 2.100 -1.588 0.839  -0.109
27 H 0.148 -1.885 0.149  -0.035
28 H 0.963 -3.402 0.578  -0.165
29 H 0.394 -2.303 1.815  0.108
30 H 2.751 -1.915 0.214  0.026
31 C -2.405 -1.023 2.568  0.537
32 O -1.703 0.070 2.581  -0.208
33 H -3.448 -0.740 2.423  -0.129
34 H -2.118 -1.577 1.674  0.034
35 H -2.442 -1.549 3.522  -0.029
36 H -1.636 0.389 1.678  0.152
37 C 0.385 -1.138 -2.901  0.286
38 O 0.840 -0.494 -4.056  -0.156
39 H -0.704 -1.114 -2.937  0.131
40 H 0.747 -2.166 -2.913  0.181
41 H 0.762 -0.633 -2.011  0.037
42 H 0.923 -1.207 -4.693  -0.021

Cartesian forces (eV/Å) of the 2 atoms listed first:
0.3 -0.2 0.5
0.3 0.0 -0.3

---

C19H27N3OS | ωB97M-V/def2-TZVPD

Computed properties:
E: -37475.1974 eV
HOMO level: -8.14 eV
Frontier orbital gap: 8.40 eV
Net charge: 0
Energy relative to the best compared isomer or geometry (same formula, charge and spin): 445.0 kcal/mol

Last column: natural (NBO) charge in e.
Geometry (Å):
1 O -3.034 -3.296 -0.298  -0.775
2 C -1.788 -2.990 0.386  -0.065
3 C -0.791 -2.140 -0.519  -0.388
4 H 0.062 -2.172 -0.008  0.211
5 H -0.774 -2.983 -1.558  0.201
6 C -1.544 -0.932 -0.826  -0.042
7 N -1.921 -0.205 0.480  -0.446
8 C -0.654 0.399 0.872  -0.230
9 H -0.964 1.073 1.712  0.224
10 C 0.408 1.039 0.066  -0.210
11 N 0.653 0.397 -1.000  -0.490
12 C 1.711 0.791 -1.912  -0.218
13 C 3.105 0.258 -1.191  0.002
14 N 4.186 1.195 -1.133  -0.437
15 C 5.146 0.575 -0.510  0.063
16 C 6.379 1.058 -0.138  -0.153
17 C 7.368 0.290 0.634  -0.190
18 C 6.910 -0.725 1.391  -0.297
19 C 5.772 -1.076 1.144  -0.157
20 C 4.745 -0.502 0.478  -0.206
21 S 3.067 -0.947 -0.071  0.472
22 H 5.248 -1.958 1.925  0.175
23 H 7.654 -1.037 2.020  0.231
24 H 8.277 0.877 0.856  0.220
25 H 6.732 2.130 -1.075  0.190
26 H 1.826 1.791 -2.064  0.212
27 H 1.858 -0.045 -2.757  0.246
28 C -0.443 0.046 -1.812  -0.186
29 H -0.287 -0.802 -2.502  0.212
30 H -0.913 0.759 -2.121  0.144
31 H 1.283 1.436 0.590  0.241
32 H -0.090 2.009 -0.428  0.089
33 H -0.108 -0.455 1.448  0.193
34 C -2.855 0.839 0.117  -0.040
35 C -3.429 1.337 1.518  -0.450
36 C -4.883 1.668 1.409  -0.286
37 C -5.149 1.435 -0.305  -0.403
38 H -5.055 2.446 -0.295  0.226
39 H -6.189 1.111 -0.368  0.233
40 C -4.188 0.636 -0.544  -0.417
41 H -4.221 -0.602 -0.214  0.192
42 H -4.083 0.652 -1.479  0.208
43 H -5.478 0.549 1.868  0.121
44 H -5.394 2.213 1.867  0.145
45 H -3.099 2.435 1.735  0.199
46 H -2.955 0.610 2.259  0.236
47 H -2.331 1.743 -0.329  0.173
48 H -2.270 -1.162 -1.409  0.198
49 H -2.191 -2.252 1.136  0.189
50 H -1.607 -3.836 0.818  0.166
51 H -3.706 -3.678 0.136  0.471

Cartesian forces (eV/Å) of the 2 atoms listed first:
3.9 2.6 -4.8
-3.8 6.0 -1.0